Computed, not measured: a 2-piece molecular cluster, C7H14N2 overall in a non-equilibrium geometry, with ωB97M-V with the def2-TZVPD basis set.

Last column: Löwdin charge in e.
CARTESIAN COORDINATES (ANGSTROEM)
H: -0.3681 -1.5840 1.3422  0.014
H: 1.2003 2.2778 1.1273  0.105
H: 0.5704 0.8509 -3.4198  0.002
C: -1.7798 0.7992 1.4261  -0.178
H: -0.4873 1.6368 2.9522  0.112
C: 0.2372 1.8568 0.9399  -0.043
N: -1.6645 0.8077 0.1192  0.087
C: 0.0246 -2.5111 0.9491  -0.167
H: 1.6657 -1.1665 0.2944  0.060
H: -0.5653 -0.0555 -2.6119  0.087
H: -0.8414 -2.4747 0.1890  0.086
H: -2.5394 0.4049 2.0604  0.104
H: 0.3007 2.8181 -1.5683  0.113
H: 1.2790 -0.0418 -2.0652  0.128
H: 0.0277 -3.4288 1.5600  0.064
H: -1.2549 1.9544 -2.2212  0.141
C: -0.4516 1.5588 -0.1980  -0.310
C: 1.4633 -2.2545 0.4371  -0.158
C: 0.3151 0.6530 -2.4532  -0.128
N: -0.6655 1.4980 1.9870  0.029
C: -0.2410 1.8395 -1.6431  -0.227
H: 1.6739 -2.7653 -0.4260  0.019
H: 2.1009 -2.6734 1.2228  0.062

Output
largest force on an atom	0.0856	hartree/bohr
SMILES	CCc1c[nH]cn1.CC
total energy	-10464.359	eV
energy relative to the best compared isomer or geometry (same formula, charge and spin)	46.31	kcal/mol
HOMO level	-0.322	Eh
total charge	0
multiplicity	1
HOMO-LUMO gap	9.705	eV

=====

Computed, not measured: one molecule with the formula C7H14N2O, with ωB97M-V with the def2-TZVPD basis set.

Last column: Löwdin charge in e.
CARTESIAN COORDINATES (ANGSTROEM)
H: 1.1763 0.1450 -2.7872  0.066
C: 0.1631 -0.3925 1.7111  -0.032
H: -0.5846 -0.1357 2.4593  0.095
C: -1.5580 0.0819 0.0270  -0.402
C: 0.4972 0.3264 -1.9717  0.064
H: -0.2434 2.4878 -0.1419  0.091
H: -1.8083 -2.8620 -0.9083  0.081
H: -0.4744 0.7049 -2.2376  0.076
H: 1.1427 -0.1453 2.1112  0.083
H: -3.3305 0.7264 0.0834  0.114
C: 0.0216 1.8971 0.7306  -0.030
H: 0.1145 -1.4674 1.5447  0.079
N: -2.0352 -0.9684 -0.4988  0.013
C: -0.1205 0.3995 0.4233  -0.446
H: 2.7061 0.2586 0.3074  0.083
O: -2.4579 1.0416 0.3550  0.049
H: 1.0509 2.1207 1.0036  0.089
C: 0.8351 0.0766 -0.7154  -0.344
H: -0.3394 -2.0896 -0.5875  0.067
N: -1.2761 -2.0040 -0.9719  0.013
H: -0.6309 2.1807 1.5517  0.086
C: 2.2003 -0.4351 -0.3628  -0.053
H: 2.1494 -1.4021 0.1359  0.078
H: 2.8017 -0.5451 -1.2613  0.079

Output
largest force on an atom	0.0162	hartree/bohr
SMILES	C=C(C)C(C)(C)/C(O)=N\N
total energy	-12512.426	eV
energy relative to the best compared isomer or geometry (same formula, charge and spin)	34.93	kcal/mol
HOMO level	-0.299	Eh
total charge	0
multiplicity	1
HOMO-LUMO gap	8.995	eV

=====

Computed, not measured: one molecule with the formula C7H14N2O in a non-equilibrium geometry, with ωB97M-V with the def2-TZVPD basis set.

Last column: Löwdin charge in e.
CARTESIAN COORDINATES (ANGSTROEM)
C: 0.7218 0.9343 -0.1567  -0.294
N: -2.4230 1.3576 0.5875  -0.084
C: -1.3051 -0.3684 -0.7520  -0.319
H: -3.0360 -1.6028 -1.0143  0.087
N: -1.9726 1.0001 1.6423  0.097
H: -1.5441 -2.5136 -0.7555  0.085
C: 0.5568 -1.3652 0.7642  -0.049
H: 1.1406 -2.0102 0.1056  0.095
H: -0.2256 -1.9720 1.2126  0.069
C: 0.0195 -0.1987 -0.0215  -0.262
H: 1.1579 2.6358 -1.3625  0.078
C: -2.1036 -1.6352 -0.4493  -0.043
H: 2.3972 2.1486 0.3845  0.073
H: 1.9777 0.9593 1.6066  0.079
H: -0.3429 2.7748 -0.4475  0.088
O: -2.1791 0.7787 -0.5968  -0.118
C: 2.0442 1.1323 0.5333  -0.053
H: -1.3379 0.1870 1.6661  0.056
H: -2.3594 -1.7117 0.6054  0.075
H: -1.1165 -0.3443 -1.8336  0.151
H: -0.2835 1.7594 -1.8823  0.077
H: 1.2207 -1.0245 1.5559  0.070
C: 0.2864 2.0851 -1.0129  -0.047
H: 2.7868 0.4465 0.1281  0.090

Output
largest force on an atom	0.0384	hartree/bohr
SMILES	[H]/N=N\O[C@H](C)C(C)=C(C)C
total energy	-12510.667	eV
energy relative to the best compared isomer or geometry (same formula, charge and spin)	75.49	kcal/mol
HOMO level	-0.321	Eh
total charge	0
multiplicity	1
HOMO-LUMO gap	9.560	eV

=====

Computed, not measured: C7H14N2O as an isolated structure in a non-equilibrium geometry, with ωB97M-V with the def2-TZVPD basis set.

Last column: Löwdin charge in e.
CARTESIAN COORDINATES (ANGSTROEM)
H: -2.5028 1.3509 0.2406  0.088
H: 1.4245 0.5870 -1.0639  0.077
H: 0.7292 -3.1310 -1.4770  0.075
C: -1.8228 0.9583 -0.5043  0.003
H: 1.7867 2.4895 0.1347  0.086
C: -0.3541 -1.9750 -0.0610  -0.487
H: -0.8920 -0.4953 1.7113  0.050
C: -0.4837 1.2736 -0.3378  -0.265
H: -1.8777 -0.6712 -0.6187  0.110
H: 0.0942 0.3557 -2.1736  0.085
H: 1.5044 2.9118 1.7801  0.112
N: -1.3988 -1.8644 -0.6977  0.089
H: 1.1188 -3.4750 0.2348  0.076
H: 0.9040 -0.7682 1.5138  0.058
C: -0.0567 1.9306 0.9234  -0.539
H: -0.1898 -2.0552 2.0360  0.059
N: 1.2286 2.3943 0.9631  0.174
C: 0.8860 -2.6940 -0.4917  -0.070
H: -2.2160 1.0124 -1.5145  0.095
H: 1.7382 -2.0142 -0.5290  0.071
H: 0.7618 1.9807 -1.9331  0.091
C: 0.5066 1.0391 -1.4371  -0.058
C: -0.0988 -1.1740 1.4064  -0.024
O: -0.7898 2.0336 1.8952  0.043

Output
largest force on an atom	0.0933	hartree/bohr
total energy	-12511.186	eV
energy relative to the best compared isomer or geometry (same formula, charge and spin)	63.53	kcal/mol
HOMO level (spin up / spin down)	-0.300 / -0.300	Eh
total charge	0
multiplicity	1
HOMO-LUMO gap (spin up / spin down)	7.839 / 7.839	eV

=====

Computed, not measured: a 2-piece molecular cluster, C7H14N2O overall in a non-equilibrium geometry, with ωB97M-V with the def2-TZVPD basis set.

Last column: Löwdin charge in e.
CARTESIAN COORDINATES (ANGSTROEM)
H: -1.1044 -2.9981 -2.2130  0.057
C: 0.9283 -1.4500 1.5245  -0.124
N: -0.0642 1.0157 0.3235  -0.182
H: 1.3544 2.0122 -0.8735  0.092
H: -1.8668 -1.5687 -2.9674  0.056
H: -0.0874 -1.6912 -2.8397  0.058
C: 0.1671 1.8754 1.4899  -0.066
H: 2.0133 0.3109 0.8089  0.081
O: -2.1533 0.4813 1.4102  0.081
H: -0.5553 2.6934 1.4979  0.105
H: 0.1801 1.0310 -1.7672  0.083
C: -1.0376 -1.9143 -2.3387  -0.143
H: 0.0799 -1.1098 2.1242  0.078
H: 1.7523 -1.6155 2.2289  0.082
H: 1.5285 -0.8559 -0.5022  0.075
H: -0.3128 2.5881 -1.0712  0.103
N: -1.8201 -0.3055 -0.7318  0.074
C: -1.0180 -1.2629 -0.9938  -0.232
H: 0.6267 -2.3882 1.0603  0.070
H: 0.0455 1.2938 2.3997  0.092
C: -1.4669 0.3289 0.4180  -0.486
C: 1.3278 -0.4644 0.4814  0.008
H: 1.1742 2.2922 1.4560  0.091
C: 0.3087 1.7014 -0.9247  -0.053

Output
largest force on an atom	0.0483	hartree/bohr
total energy	-12508.904	eV
energy relative to the best compared isomer or geometry (same formula, charge and spin)	116.16	kcal/mol
HOMO level (spin up / spin down)	-0.229 / -0.228	Eh
total charge	0
multiplicity	1
HOMO-LUMO gap (spin up / spin down)	6.250 / 6.243	eV